2 unconnected molecules or ions with the total composition C56H72N4O2S. Source: OMol25; level of theory: wB97M-V/def2-TZVPD.

Last column: Löwdin charge in e.
Positions of all 135 atoms, in Å:
C  -5.33832  -1.84560  0.15442  -0.059
C  -5.22400  -1.38643  1.61361  -0.387
C  -6.18868  -0.22860  1.87964  -0.078
C  -3.77998  -1.05880  1.96771  -0.177
C  -3.23349  0.20039  1.71728  0.030
C  -1.87805  0.45622  1.89984  -0.076
C  -1.26387  1.78574  1.47670  -0.346
C  -2.29255  2.83209  1.05001  -0.065
C  -0.21110  1.65293  0.38206  -0.047
C  -1.05288  -0.56086  2.47721  -0.056
C  0.35966  -0.33842  2.77711  -0.140
N  0.81229  0.39226  3.86282  0.052
C  0.08864  1.44355  4.55339  -0.080
C  0.39468  2.78440  4.27296  -0.135
C  1.54970  3.15513  3.34113  -0.374
C  2.84880  3.21009  4.12944  -0.054
C  1.27925  4.42272  2.53520  -0.059
C  -0.39101  3.78256  4.86367  -0.022
C  -1.47315  3.44323  5.66815  -0.053
C  -1.76212  2.10716  5.94116  -0.015
C  -0.94306  1.09126  5.43731  -0.103
C  -1.07145  -0.36041  5.88317  -0.367
C  -2.41386  -0.67768  6.53958  -0.072
C  0.08290  -0.79152  6.78802  -0.040
N  2.16287  0.30416  3.95909  0.126
N  2.54612  -0.53164  2.95749  0.007
C  3.95695  -0.73481  2.71004  -0.066
C  4.55979  -0.03189  1.65422  -0.112
C  3.81932  1.04685  0.86188  -0.363
C  3.59345  0.63152  -0.58544  -0.053
C  4.55505  2.38568  0.93617  -0.056
C  5.90954  -0.25661  1.37702  -0.032
C  6.66363  -1.08292  2.20202  -0.060
C  6.08152  -1.65673  3.33030  -0.035
C  4.72968  -1.49034  3.60798  -0.119
C  4.17985  -2.07772  4.91855  -0.359
C  2.90407  -2.89871  4.75156  -0.059
C  4.02500  -0.99899  5.99142  -0.067
C  1.45819  -0.85474  2.11612  -0.259
C  1.40795  -1.48706  0.87422  -0.007
C  -1.61326  -1.84900  2.74158  -0.123
C  -0.78088  -3.01429  3.27932  -0.366
C  -0.45840  -4.03166  2.18113  -0.057
C  -1.44262  -3.72270  4.46352  -0.053
C  -2.95978  -2.06612  2.46504  0.015
H  -4.73992  -2.74602  -0.02013  0.078
H  -6.38036  -2.06993  -0.09473  0.077
H  -4.97699  -1.06432  -0.52702  0.087
H  -5.51253  -2.23104  2.25385  0.130
H  -6.06270  0.16560  2.89241  0.082
H  -6.03107  0.58301  1.16238  0.076
H  -7.22022  -0.57738  1.77431  0.078
H  -3.88652  0.98275  1.33054  0.104
H  -0.74471  2.16839  2.36948  0.103
H  -3.05259  2.97223  1.82669  0.083
H  -1.80622  3.79925  0.87183  0.075
H  -2.77463  2.51240  0.11671  0.088
H  0.56152  0.91790  0.63186  0.056
H  -0.69772  1.31181  -0.54230  0.053
H  0.28109  2.61885  0.18877  0.087
H  1.64308  2.32836  2.62252  0.105
H  3.09248  2.19879  4.47296  0.059
H  3.67635  3.58043  3.51556  0.065
H  2.73687  3.85486  5.01211  0.090
H  0.29010  4.38352  2.06010  0.072
H  1.32423  5.31322  3.17582  0.079
H  2.02813  4.53330  1.74082  0.077
H  -0.15318  4.83328  4.67907  0.114
H  -2.09092  4.23185  6.09913  0.108
H  -2.61091  1.84970  6.57155  0.106
H  -1.00028  -0.95940  4.96278  0.097
H  -3.24679  -0.39944  5.88264  0.089
H  -2.49463  -1.74922  6.75687  0.071
H  -2.50647  -0.13385  7.48864  0.081
H  1.05459  -0.61348  6.30987  0.054
H  0.06019  -0.21898  7.72760  0.092
H  0.00828  -1.86252  7.02738  0.085
H  2.84224  1.16923  1.34479  0.102
H  2.96505  -0.26323  -0.63341  0.050
H  3.09330  1.43083  -1.14634  0.070
H  4.55350  0.40820  -1.06951  0.084
H  4.78744  2.64812  1.97508  0.070
H  5.49942  2.33858  0.37824  0.078
H  3.93632  3.18560  0.51034  0.078
H  6.36829  0.26069  0.53329  0.114
H  7.71546  -1.25498  1.98807  0.105
H  6.68856  -2.24409  4.02161  0.115
H  4.96363  -2.76624  5.26361  0.124
H  2.99695  -3.60450  3.91966  0.090
H  2.67962  -3.46165  5.66556  0.085
H  2.05716  -2.23585  4.55217  0.045
H  4.98574  -0.51430  6.19633  0.082
H  3.32971  -0.22638  5.64387  0.042
H  3.63861  -1.42205  6.92598  0.080
H  2.30020  -1.93435  0.45413  0.059
H  0.40932  -1.56899  0.47934  0.015
H  0.17191  -2.59693  3.63447  0.106
H  0.11754  -3.56327  1.37731  0.045
H  0.13805  -4.85966  2.58617  0.084
H  -1.38542  -4.44150  1.75528  0.081
H  -1.68016  -3.02042  5.27130  0.052
H  -2.37113  -4.21727  4.15388  0.077
H  -0.76500  -4.48467  4.86970  0.085
H  -3.38947  -3.05599  2.64732  0.121
C  1.89434  4.05642  -6.03046  -0.056
C  1.14705  2.98996  -5.28220  -0.275
C  1.43947  2.72701  -3.93849  -0.030
C  0.75724  1.72406  -3.24507  -0.054
C  -0.23834  0.99827  -3.90022  -0.272
S  -1.10752  -0.29765  -3.04412  0.640
N  0.21985  -1.00782  -2.33165  -0.064
C  0.06783  -2.13105  -1.67036  -0.139
C  0.59848  -3.36445  -2.22566  -0.190
C  0.05090  -4.62565  -1.89023  -0.014
C  0.48677  -5.77066  -2.55433  -0.075
C  1.47871  -5.67850  -3.54173  -0.071
C  2.03201  -4.43467  -3.87424  -0.067
C  1.59272  -3.28050  -3.22249  -0.008
O  -1.95256  0.27406  -2.01514  -0.322
O  -1.70291  -1.14807  -4.04031  -0.285
C  -0.54871  1.25423  -5.24118  -0.044
C  0.14678  2.24881  -5.92228  -0.036
H  1.62038  4.03234  -7.08910  0.074
H  1.66489  5.05518  -5.63810  0.086
H  2.97709  3.90805  -5.94510  0.083
H  2.20894  3.31099  -3.42578  0.117
H  1.00747  1.49496  -2.21341  0.083
H  -0.68713  -2.21664  -0.87014  0.125
H  -0.72789  -4.66503  -1.12087  0.114
H  0.04030  -6.73667  -2.30954  0.106
H  1.80390  -6.57717  -4.06901  0.106
H  2.79620  -4.35375  -4.64816  0.106
H  1.98996  -2.29216  -3.47108  0.119
H  -1.30714  0.65834  -5.74339  0.113
H  -0.08267  2.45637  -6.96840  0.113

Cartesian forces (eV/Å) of the 6 atoms listed first:
0.156 0.008 -0.045
0.049 0.044 0.169
0.035 -0.105 0.069
-0.071 -0.062 -0.139
-0.057 -0.177 -0.151
0.549 -0.468 0.227

Computed properties:
Net charge = 0
Energy above the lowest of the compared OMol25 structures with the same formula, charge and spin = 24.05 kcal/mol
LUMO energy = -0.8 eV
E_HOMO = -0.2259 hartree
Gap between HOMO and LUMO = 5.38 eV


3 unconnected molecules or ions with the total composition C5H16N2O3. Source: OMol25; level of theory: wB97M-V/def2-TZVPD.

Last column: Löwdin charge in e.
Positions of all 26 atoms, in Å:
C  0.86482  -2.27306  -0.21954  -0.100
N  0.50948  -0.86113  -0.38984  -0.070
C  1.33740  0.06743  0.36909  -0.331
C  1.21283  1.49716  -0.19634  -0.140
C  -0.14349  2.01403  -0.69380  -0.274
N  -1.16090  2.40743  0.26695  0.009
C  0.92460  -0.07976  1.83716  -0.193
O  -0.05304  0.45108  2.30158  0.043
H  0.58094  -2.81279  -1.11577  0.064
H  0.30854  -2.76279  0.57753  0.079
H  1.93834  -2.37101  -0.11459  0.084
H  -0.45781  -0.68904  -0.14894  0.076
H  2.38373  -0.21550  0.29818  0.129
H  1.62740  2.25420  0.48032  0.115
H  1.93736  1.50533  -1.01852  0.108
H  -0.63128  1.28981  -1.34598  0.102
H  0.05780  2.91430  -1.27488  0.106
H  -1.54984  1.62652  0.76526  0.039
H  -0.89171  3.11196  0.88618  0.041
H  1.54449  -0.74120  2.47371  0.127
H  0.46841  -0.98987  -3.70861  0.036
H  -0.34558  -1.54298  -2.61442  -0.011
O  -0.43313  -1.29280  -3.54013  -0.064
H  -2.02106  -0.82836  1.83595  0.017
H  -3.26914  -1.32570  0.96854  0.042
O  -2.32176  -1.26091  1.04150  -0.035

Cartesian forces (eV/Å) of the 6 atoms listed first:
-0.737 0.179 -0.333
0.624 -0.093 -0.271
-0.646 0.560 0.660
0.445 0.144 0.013
-0.332 0.116 0.167
-0.626 -1.082 -1.228

Computed properties:
Net charge = 0
Energy above the lowest of the compared OMol25 structures with the same formula, charge and spin = 48.19 kcal/mol
LUMO energy = 0.6 eV
SMILES string = CN[C@H](C=O)CCN.O.O
E_HOMO = -0.3210 hartree
Gap between HOMO and LUMO = 9.38 eV


A molecular structure, C38H63F6MnN5O8S2Si. Source: OMol25; level of theory: wB97M-V/def2-TZVPD.

Last column: Löwdin charge in e.
Positions of all 124 atoms, in Å:
Mn  0.60817  -0.11693  -0.80737  0.994
C  0.23018  -2.74894  5.66442  -0.053
C  1.00460  -1.47529  5.31602  -0.551
C  0.44265  -0.30758  6.14543  -0.033
C  2.49238  -1.67888  5.64995  -0.027
C  0.90407  -1.14101  3.83577  -0.128
C  1.30456  0.10688  3.35928  0.034
C  1.19128  0.40453  2.02224  -0.084
N  0.73251  -0.48506  1.14278  0.020
C  0.34662  -1.69540  1.56460  -0.172
C  0.42443  -2.05032  2.89225  0.075
C  -0.14159  -2.57443  0.47730  -0.174
C  -0.88457  -3.70758  0.66878  0.066
C  -1.35633  -4.43774  -0.43144  -0.117
C  -0.99000  -3.98074  -1.69000  0.054
C  -0.22826  -2.83490  -1.81975  -0.049
N  0.17290  -2.12678  -0.75690  0.038
C  -2.24668  -5.64995  -0.21203  -0.556
C  -1.48535  -6.68531  0.63101  -0.031
C  -3.50763  -5.19144  0.54234  -0.031
C  -2.66498  -6.29329  -1.53313  -0.055
H  0.23122  -2.88602  6.74609  0.094
H  0.68647  -3.63930  5.22415  0.088
H  -0.81272  -2.68898  5.33917  0.095
H  0.40582  -0.59842  7.19648  0.094
H  -0.57083  -0.04451  5.82913  0.092
H  1.06720  0.58515  6.07703  0.082
H  2.60324  -1.87931  6.71781  0.097
H  3.07971  -0.78914  5.41003  0.088
H  2.90918  -2.52535  5.09826  0.093
H  1.69288  0.86442  4.02630  0.129
H  1.45409  1.36987  1.62144  0.090
H  0.11220  -3.04200  3.18747  0.114
H  -1.12641  -4.01913  1.67674  0.121
H  -1.29183  -4.49609  -2.59072  0.123
H  0.09698  -2.48324  -2.79140  0.084
H  -1.17514  -6.28119  1.59806  0.080
H  -0.59436  -7.03989  0.10678  0.097
H  -2.13165  -7.54448  0.82135  0.096
H  -3.27437  -4.83131  1.54775  0.082
H  -4.19756  -6.03180  0.64131  0.095
H  -4.02092  -4.39214  0.00195  0.096
H  -1.80311  -6.64655  -2.10467  0.094
H  -3.24214  -5.60557  -2.15624  0.095
H  -3.29629  -7.15720  -1.32401  0.094
C  3.74944  -0.28871  0.31541  -0.141
C  5.23381  -0.48507  -0.10639  -0.138
N  5.35432  -0.48823  -1.56143  -0.149
C  4.61857  -1.62751  -2.11123  -0.129
C  3.14768  -1.59625  -1.61630  -0.135
N  2.89275  -0.31937  -0.88834  -0.191
C  3.27666  0.82783  -1.77144  -0.121
C  4.79406  0.75425  -2.09476  -0.125
H  3.60567  0.67311  0.81174  0.112
H  3.41994  -1.07910  0.99558  0.114
H  5.62135  -1.43073  0.27421  0.121
H  5.85201  0.31776  0.29562  0.121
H  5.11086  -2.54875  -1.80069  0.122
H  4.64980  -1.56739  -3.19715  0.110
H  2.94343  -2.41278  -0.92070  0.119
H  2.45637  -1.67266  -2.45427  0.076
H  3.00987  1.75249  -1.25756  0.114
H  2.69616  0.76058  -2.68804  0.091
H  5.33330  1.59263  -1.65427  0.122
H  4.94810  0.77440  -3.17278  0.123
F  -2.56659  0.75818  -4.61896  0.177
C  -1.80346  -0.05259  -3.91766  -0.665
F  -1.84439  -1.27807  -4.42237  0.159
F  -2.22998  -0.09282  -2.64983  0.136
S  -0.06152  0.55998  -3.93108  0.671
O  0.48852  -0.14959  -2.72991  -0.417
O  -0.09637  1.97625  -3.85093  -0.211
N  0.54528  -0.02055  -5.21528  -0.264
S  1.65776  -1.17778  -5.22864  0.645
O  1.18813  -2.42782  -4.68333  -0.284
O  2.94734  -0.70105  -4.81402  -0.263
C  1.71923  -1.40617  -7.04825  -0.702
F  2.18107  -0.30955  -7.62634  0.166
F  2.53655  -2.42259  -7.27841  0.161
F  0.50857  -1.68768  -7.51347  0.158
C  1.77385  3.97100  1.36604  -0.024
C  0.67479  4.88674  0.84283  -0.628
C  1.26784  6.02112  0.02781  -0.020
C  -0.16634  5.42165  1.99397  -0.015
O  -0.18075  4.16354  -0.05633  -0.088
Si  -0.94511  2.74412  -0.13472  0.066
O  0.12248  1.56330  -0.55303  -0.287
O  -2.14051  2.84444  -1.22323  -0.091
C  -2.74637  3.95643  -1.94116  -0.607
C  -4.02116  3.39702  -2.54480  -0.018
C  -1.79217  4.43189  -3.02576  -0.018
C  -3.07401  5.10382  -0.98984  -0.016
O  -1.54500  2.32756  1.34050  -0.096
C  -2.68409  1.51035  1.68720  -0.618
C  -2.41547  0.98318  3.08618  -0.022
C  -2.85835  0.34065  0.71371  -0.015
C  -3.92957  2.37988  1.68015  -0.014
H  2.53334  4.55018  1.89431  0.098
H  2.24714  3.43825  0.53630  0.081
H  1.34764  3.24878  2.06924  0.069
H  1.90008  6.65540  0.65279  0.093
H  0.46823  6.63248  -0.39491  0.091
H  1.86753  5.62337  -0.79416  0.093
H  0.46050  5.96423  2.70537  0.095
H  -0.66414  4.59758  2.51068  0.080
H  -0.93320  6.10240  1.61657  0.091
H  -3.79452  2.55885  -3.20496  0.074
H  -4.53106  4.16753  -3.12647  0.097
H  -4.69821  3.05066  -1.75955  0.085
H  -1.58117  3.63141  -3.73602  0.063
H  -0.84587  4.75782  -2.58722  0.088
H  -2.23703  5.27065  -3.56442  0.097
H  -3.75642  4.78312  -0.20252  0.080
H  -3.55109  5.91259  -1.54617  0.096
H  -2.16501  5.49248  -0.52678  0.071
H  -1.58383  0.27401  3.07259  0.063
H  -3.29924  0.47748  3.48093  0.094
H  -2.15635  1.80968  3.75210  0.096
H  -1.89767  -0.15046  0.54506  0.055
H  -3.23741  0.68265  -0.25186  0.081
H  -3.54985  -0.39763  1.12554  0.098
H  -3.78051  3.25372  2.31830  0.100
H  -4.79189  1.81790  2.04893  0.097
H  -4.14500  2.71586  0.66632  0.065

Cartesian forces (eV/Å) of the 6 atoms listed first:
0.377 0.103 0.111
-0.028 0.002 -0.028
0.007 0.008 -0.005
-0.023 -0.004 -0.022
0.014 0.022 0.027
-0.037 -0.076 0.023

Computed properties:
Net charge = +1
Energy above the lowest of the compared OMol25 structures with the same formula, charge and spin = 20.17 kcal/mol
LUMO energy (spin up / spin down) = -3.9 / -4.0 eV
E_HOMO (spin up / spin down) = -0.3927 / -0.3946 hartree
Spin multiplicity = 5
Gap between HOMO and LUMO (spin up / spin down) = 6.79 / 6.77 eV


16 unconnected molecules or ions with the total composition C3H37O16. Source: OMol25; level of theory: wB97M-V/def2-TZVPD.

Last column: Löwdin charge in e.
Positions of all 56 atoms, in Å:
C  -0.92584  -1.24700  -0.99216  -0.050
C  -0.15684  -0.45900  0.10584  -0.519
C  -0.95784  -0.54700  1.41084  -0.043
O  1.06216  -1.09200  0.22484  -0.336
H  -0.85784  -2.34000  -0.83316  0.095
H  -0.63584  -0.97300  -1.98916  0.038
H  -1.96784  -0.94200  -1.01416  0.050
H  0.01916  0.51100  -0.22516  0.075
H  -1.96784  -0.21500  1.43784  0.048
H  -0.57284  0.03600  2.23584  0.048
H  -1.10684  -1.54400  1.82984  0.090
O  0.38316  3.19000  -1.97316  -0.021
H  -0.12084  2.49000  -2.32216  -0.026
H  -0.01284  3.98300  -2.32916  0.040
O  1.51116  2.47500  0.75384  -0.063
H  1.62316  2.08800  -0.12116  -0.004
H  0.56716  2.34900  0.85084  -0.046
O  2.12116  -0.69800  2.67184  -0.096
H  1.74616  0.02900  3.21784  -0.012
H  1.71116  -0.71800  1.79584  -0.025
O  -2.32484  -0.81500  -4.46416  -0.025
H  -3.08284  -1.24100  -4.06216  0.063
H  -1.60784  -1.41500  -4.42316  -0.013
O  -1.84484  1.42200  -2.99816  -0.083
H  -2.37184  1.52700  -2.20816  -0.026
H  -2.04684  0.53300  -3.38416  -0.002
O  2.36516  0.63500  -1.59616  -0.049
H  2.24216  0.80500  -2.53316  0.037
H  1.57816  0.13700  -1.28016  0.006
O  1.02416  -3.76000  0.99284  -0.038
H  0.92216  -4.19400  0.13884  0.023
H  0.85816  -2.93000  0.64184  -0.070
O  0.08316  -1.55300  4.41384  -0.079
H  -0.51284  -1.09300  3.78584  0.003
H  0.25816  -0.90900  5.13884  0.035
O  3.76116  -1.26200  0.46884  -0.081
H  4.00916  -2.00700  -0.10316  0.029
H  2.80716  -1.18900  0.33184  -0.033
O  0.96616  1.70100  3.65384  -0.043
H  0.95616  2.33600  2.94984  0.034
H  1.73216  1.90100  4.22284  0.093
O  -3.16484  1.64600  -0.59316  0.002
H  -3.62784  0.95500  -0.19416  0.047
H  -3.46784  2.51500  -0.41416  0.063
O  0.20116  -2.31900  -4.44716  -0.017
H  0.08016  -3.07400  -4.97716  0.034
H  0.95216  -1.91600  -4.91116  0.084
O  1.87516  -2.16700  -2.06116  -0.079
H  1.07816  -2.11700  -2.62816  -0.012
H  1.58016  -1.72200  -1.27716  -0.064
O  -1.39184  1.53600  5.07784  -0.091
H  -1.06984  1.29200  5.99384  0.059
H  -0.59984  1.80400  4.62684  -0.042
O  -1.11884  2.82600  0.85884  -0.051
H  -1.71184  2.27000  0.32984  0.003
H  -0.84684  3.46600  0.19384  0.041

Cartesian forces (eV/Å) of the 6 atoms listed first:
-0.873 0.409 0.414
-0.473 -3.752 0.256
-0.055 0.082 0.968
0.081 0.110 -0.046
0.032 0.606 -0.004
0.770 -0.055 -0.539

Computed properties:
Net charge = -1
Energy above the lowest of the compared OMol25 structures with the same formula, charge and spin = 88.80 kcal/mol
LUMO energy = 2.0 eV
E_HOMO = -0.1803 hartree
Gap between HOMO and LUMO = 6.87 eV